Entry from OMol25: a 8-piece molecular cluster, C26H69BN16O16S overall in a non-equilibrium geometry (ωB97M-V/def2-TZVPD).

Geometry (Å):
C -1.110 6.007 2.755
C -0.552 6.093 1.345
O -0.409 7.153 0.854
N -0.187 4.845 0.769
C 1.246 4.580 0.824
C -0.810 4.500 -0.519
C -2.204 5.110 -0.748
C -3.296 4.718 0.265
N -4.088 3.594 -0.311
O -0.759 3.114 -0.791
C -1.209 2.280 0.256
C -0.121 1.316 0.785
O 1.078 1.399 0.062
C 1.029 0.541 -1.059
C 2.077 0.877 -2.123
C 2.802 -0.409 -2.590
C 4.299 -0.491 -2.227
C 4.718 0.001 -0.835
S 4.354 -1.060 0.565
O 5.468 -1.936 0.742
O 4.177 -0.219 1.686
O 3.072 -1.966 0.322
O 0.030 1.553 2.140
C 0.474 0.417 2.877
C -0.424 0.100 4.061
C 0.090 -1.118 4.836
C -1.926 -0.089 3.734
C -2.747 1.201 3.847
C -2.226 -0.749 2.381
B 0.087 5.146 -1.721
O 0.052 6.468 -2.056
O 0.916 4.321 -2.476
H -1.826 5.204 2.876
H -1.458 6.977 3.080
H -0.256 5.744 3.384
H 1.523 3.695 0.267
H 1.863 5.444 0.559
H 1.502 4.360 1.862
H -2.514 4.736 -1.731
H -2.182 6.190 -0.826
H -2.934 4.449 1.246
H -3.987 5.560 0.340
H -4.634 3.186 0.442
H -4.793 3.988 -0.922
H -2.002 1.654 -0.156
H -1.643 2.783 1.108
H -0.492 0.292 0.675
H 1.078 -0.489 -0.705
H 0.052 0.679 -1.530
H 2.754 1.667 -1.823
H 1.534 1.270 -2.974
H 2.264 -1.285 -2.252
H 2.739 -0.435 -3.674
H 4.910 0.016 -2.962
H 4.584 -1.543 -2.299
H 4.339 0.982 -0.579
H 5.798 0.078 -0.832
H 3.290 -2.694 -0.308
H 0.623 -0.481 2.273
H 1.452 0.655 3.288
H -0.367 0.946 4.749
H -0.676 -1.539 5.482
H 0.378 -1.887 4.117
H 0.926 -0.853 5.462
H -2.328 -0.759 4.491
H -3.789 0.957 3.660
H -2.419 1.937 3.118
H -2.647 1.575 4.862
H -1.407 -1.356 2.007
H -2.347 0.047 1.646
H -3.147 -1.321 2.373
H -0.835 6.755 -2.304
H 0.348 3.819 -3.071
N 0.530 -3.702 -2.133
C 1.341 -3.397 -1.099
N 0.718 -3.137 0.085
O 2.570 -3.357 -1.219
H -0.468 -3.742 -2.059
H 0.955 -3.898 -3.020
H 1.296 -2.907 0.873
H -0.282 -3.166 0.207
N 5.607 1.108 3.711
C 5.205 1.096 5.010
N 6.136 1.542 5.914
O 4.099 0.719 5.357
H 6.514 1.420 3.422
H 4.952 0.784 3.002
H 5.871 1.546 6.881
H 7.051 1.857 5.658
N 0.731 -2.790 -6.667
C -0.088 -2.809 -5.577
N -1.049 -1.842 -5.552
O 0.031 -3.635 -4.684
H 0.653 -2.122 -7.410
H 1.449 -3.489 -6.713
H -1.667 -1.830 -4.762
H -1.166 -1.155 -6.271
N 6.477 -4.343 -0.478
C 6.342 -5.473 -1.217
N 5.055 -5.547 -1.660
O 7.221 -6.286 -1.449
H 5.705 -3.722 -0.328
H 7.362 -4.116 -0.064
H 4.771 -6.322 -2.228
H 4.390 -4.829 -1.429
N -1.149 -6.317 1.121
C -2.353 -5.681 1.271
N -3.437 -6.498 1.374
O -2.442 -4.462 1.310
H -1.045 -7.312 1.084
H -0.333 -5.738 1.044
H -4.345 -6.067 1.486
H -3.376 -7.496 1.345
N -8.093 -6.880 0.042
C -6.862 -7.201 0.534
N -6.379 -8.417 0.138
O -6.242 -6.453 1.272
H -8.622 -7.475 -0.565
H -8.477 -5.993 0.314
H -5.477 -8.687 0.481
H -6.875 -9.042 -0.467
N -3.892 7.283 -4.736
C -3.664 6.033 -4.241
N -3.671 5.028 -5.164
O -3.466 5.824 -3.052
H -4.055 7.476 -5.706
H -3.894 8.043 -4.081
H -3.507 4.096 -4.829
H -3.830 5.173 -6.143

Gap between HOMO and LUMO = 7.8 eV
SMILES = CC(=O)N(C)[C@](CCN)(OC[C@@H](OCCCCCS(=O)(=O)O)OC[C@H](C)C(C)C)B(O)O.NC(N)=O.NC(N)=O.NC(N)=O.NC(N)=O.NC(N)=O.NC(N)=O.NC(N)=O
Maximum force = 5.563 eV/Å
ΔE to the lowest compared entry with this formula, charge and spin = 30.4 kcal per mole

Mulliken population analysis, charges in e, atoms 1 to 5:
1. C -1.360
2. C 0.468
3. O -0.498
4. N 1.306
5. C -1.137

Entry from OMol25: C22H31ClNO14P3Tb as an isolated structure in a non-equilibrium geometry (ωB97M-V/def2-TZVPD).

Geometry (Å):
Tb -0.751 -0.989 0.704
O 1.233 -2.543 0.848
C 2.301 -2.773 0.316
C 3.004 -1.896 -0.602
C 4.266 -2.251 -1.046
C 4.977 -1.398 -1.930
C 4.378 -0.192 -2.384
C 3.138 0.152 -1.960
C 2.376 -0.670 -1.034
O 1.232 -0.311 -0.652
N 6.260 -1.729 -2.356
O 6.741 -2.829 -1.940
O 6.866 -0.917 -3.130
H 2.828 -3.718 0.543
H 4.726 -3.172 -0.718
H 4.940 0.426 -3.069
H 2.672 1.066 -2.310
Cl -5.040 -1.542 -5.707
C -4.130 -1.126 -4.278
C -4.425 0.071 -3.601
C -3.719 0.423 -2.487
C -2.654 -0.383 -1.975
O -1.961 0.010 -0.986
C -2.410 -1.617 -2.667
C -1.434 -2.547 -2.194
O -0.712 -2.430 -1.204
C -3.154 -1.956 -3.814
H -5.220 0.704 -3.974
H -3.947 1.336 -1.950
H -1.335 -3.464 -2.802
H -2.945 -2.891 -4.323
O -4.181 0.214 2.400
P -2.955 -0.277 3.305
O -3.040 0.208 4.680
O -1.658 -0.056 2.517
O -3.179 -1.925 3.247
P -2.709 -2.593 1.854
O -3.541 -3.960 1.867
O -3.146 -1.706 0.716
O -1.244 -2.873 1.871
H -4.102 -0.254 1.539
H -4.478 -3.760 2.010
C 1.882 3.767 1.549
C 1.484 2.295 1.469
P -0.073 1.859 0.555
C -1.272 3.006 1.384
C -2.696 2.851 0.840
C 0.290 2.807 -1.009
C -0.603 2.494 -2.210
H 2.829 3.869 2.083
H 1.132 4.346 2.089
H 2.015 4.212 0.563
H 1.374 1.891 2.475
H 2.273 1.714 0.981
H -0.940 4.041 1.280
H -1.252 2.735 2.443
H -2.785 3.284 -0.157
H -3.419 3.339 1.494
H -2.957 1.800 0.776
H 1.323 2.566 -1.269
H 0.242 3.872 -0.775
H -0.570 1.431 -2.434
H -0.268 3.050 -3.089
H -1.640 2.764 -2.017
C 3.203 -0.754 3.186
C 1.778 -1.156 3.520
O 0.894 -0.475 2.633
H 3.908 -1.324 3.791
H 3.352 0.311 3.372
H 3.413 -0.944 2.132
H 1.543 -0.881 4.551
H 1.657 -2.237 3.409
H 0.018 -0.394 3.055

2S+1 = 7
Total charge = -1
Gap between HOMO and LUMO (alpha / beta) = 7.4 / 7.3 eV
Maximum force = 3.140 eV/Å
⟨S²⟩ = 12.662
ΔE to the lowest compared entry with this formula, charge and spin = 6.3 kcal per mole

Mulliken population analysis, charges in e, atoms 1 to 5:
1. Tb -0.173
2. O -0.193
3. C -0.977
4. C 1.034
5. C -0.475

Entry from OMol25: a 2-piece molecular cluster, C8H10 overall in a non-equilibrium geometry (ωB97M-V/def2-TZVPD).

Geometry (Å):
C 0.604 0.861 1.160
C 0.606 1.536 0.028
C 0.827 0.835 -1.133
C 1.368 -0.408 -1.052
C 1.520 -1.199 0.087
C 1.205 -0.468 1.222
H -0.169 1.502 1.931
H 0.126 2.445 -0.204
H 0.994 1.249 -2.096
H 1.638 -0.929 -1.919
H 2.220 -2.226 0.077
H 1.358 -1.057 2.110
C -2.171 0.312 0.046
C -2.145 -1.076 -0.172
H -1.647 0.489 1.232
H -2.537 1.138 -0.670
H -1.665 -1.611 0.744
H -2.133 -1.393 -1.391

Gap between HOMO and LUMO = 10.1 eV
SMILES = c1ccccc1.C=C
Maximum force = 4.704 eV/Å
ΔE to the lowest compared entry with this formula, charge and spin = 126.3 kcal per mole

Mulliken population analysis, charges in e, atoms 1 to 5:
1. C -0.274
2. C -0.478
3. C -0.363
4. C -0.290
5. C -0.286

Entry from OMol25: a single C14H25N3O2 molecule in a non-equilibrium geometry (ωB97M-V/def2-TZVPD).

Geometry (Å):
C -4.813 4.057 0.289
C -3.323 3.740 0.289
C -2.956 2.729 -0.794
C -1.469 2.374 -0.760
N -1.074 1.822 0.523
C -1.647 0.528 0.852
C -1.555 -0.574 -0.219
C -1.702 -1.964 0.394
C -1.511 -3.061 -0.647
C 0.344 1.942 0.814
C 1.227 1.035 0.013
C 1.711 1.129 -1.265
C 2.371 -0.088 -1.533
C 2.245 -0.850 -0.400
C 2.697 -2.217 -0.132
O 3.295 -2.904 -0.944
N 2.386 -2.671 1.108
N 2.596 -4.016 1.468
O 1.556 -0.160 0.544
H -5.116 4.472 -0.669
H -5.396 3.156 0.469
H -5.050 4.779 1.067
H -2.756 4.659 0.127
H -3.028 3.337 1.259
H -3.186 3.145 -1.778
H -3.558 1.828 -0.671
H -1.235 1.700 -1.599
H -0.894 3.293 -0.906
H -2.699 0.685 1.108
H -1.144 0.182 1.759
H -2.333 -0.427 -0.971
H -0.595 -0.518 -0.734
H -2.690 -2.058 0.851
H -0.959 -2.091 1.185
H -0.519 -2.995 -1.092
H -1.616 -4.043 -0.191
H -2.248 -2.969 -1.441
H 0.486 1.717 1.875
H 0.635 2.981 0.637
H 1.606 1.964 -1.926
H 2.869 -0.381 -2.434
H 1.779 -2.147 1.720
H 2.716 -4.532 0.594
H 3.476 -4.096 1.981

Gap between HOMO and LUMO = 9.2 eV
SMILES = CCCCN(CCCC)Cc1ccc(C(=O)NN)o1
Maximum force = 1.296 eV/Å
ΔE to the lowest compared entry with this formula, charge and spin = 0.0 kcal per mole

Mulliken population analysis, charges in e, atoms 1 to 5:
1. C -1.341
2. C -0.180
3. C -0.938
4. C -0.732
5. N 0.478

Entry from OMol25: C21H16N4OS2V as an isolated structure (ωB97M-V/def2-TZVPD).

Geometry (Å):
V 0.158 1.095 -1.532
C 0.628 -2.715 0.526
C 0.546 -1.293 0.098
N 0.026 -0.878 -1.005
N -0.602 -1.724 -1.882
C -1.103 -1.005 -2.863
O -0.990 0.278 -2.979
C -1.885 -1.722 -3.905
C -2.504 -0.993 -4.915
C -3.244 -1.643 -5.890
C -3.366 -3.024 -5.865
C -2.746 -3.757 -4.861
C -2.009 -3.110 -3.884
C 1.095 -0.191 0.917
C 1.919 -0.325 1.961
C 2.551 0.798 2.718
C 2.250 2.995 2.001
C 1.188 3.052 0.859
N 0.658 1.071 0.422
H 0.060 -3.340 -0.157
H 0.247 -2.830 1.541
H 1.671 -3.042 0.521
H -2.395 0.083 -4.924
H -3.725 -1.069 -6.672
H -3.943 -3.531 -6.628
H -2.837 -4.835 -4.842
H -1.522 -3.668 -3.097
H 2.186 -1.329 2.269
H 3.042 0.403 3.604
H 2.523 3.988 2.349
H 0.866 4.073 0.656
S 2.429 1.741 -1.624
C 1.415 2.128 -0.304
N 0.063 2.136 1.295
C 0.223 1.896 2.682
C -0.795 1.719 3.560
C -0.521 1.790 4.940
C 0.766 2.183 5.386
C 1.794 2.380 4.523
C 1.638 2.052 3.083
S 3.676 1.886 1.746
H -1.807 1.597 3.197
H -1.314 1.637 5.658
H 0.919 2.351 6.445
H 2.773 2.693 4.868

2S+1 = 4
Gap between HOMO and LUMO (alpha / beta) = 6.9 / 5.7 eV
Maximum force = 0.349 eV/Å
⟨S²⟩ = 3.926

Mulliken population analysis, charges in e, atoms 1 to 5:
1. V 0.584
2. C -1.479
3. C 0.375
4. N 0.565
5. N -0.884

Entry from OMol25: a 2-piece molecular cluster, CH6N3 overall in a non-equilibrium geometry (ωB97M-V/def2-TZVPD).

Geometry (Å):
C -0.174 0.355 0.180
N 0.936 -1.603 -0.767
N 0.728 1.230 0.253
N -1.363 0.081 0.584
H 1.119 -1.164 -1.679
H 0.221 -2.286 -0.873
H 1.529 1.305 -0.292
H 0.474 2.093 0.695
H -1.739 -0.856 0.776
H -1.732 0.846 1.122

Total charge = +1
Gap between HOMO and LUMO (alpha / beta) = 9.9 / 9.7 eV
Maximum force = 6.041 eV/Å
ΔE to the lowest compared entry with this formula, charge and spin = 115.2 kcal per mole

Mulliken population analysis, charges in e, atoms 1 to 5:
1. C 0.385
2. N -0.494
3. N -0.209
4. N -0.263
5. H 0.286